Record 1
75
Properties=species:S:1:pos:R:3 method="wB97M-V/def2-TZVPD" total_charge=+1 spin_multiplicity=1
C 0.02682 -2.90898 2.50765
C -0.64028 -1.52454 2.45775
C -0.24723 -0.88617 1.13985
N -0.90950 0.41016 0.82932
S -1.35863 1.33504 2.13768
C -0.34115 2.82608 2.27418
C 0.97919 2.60692 3.01466
C 1.84659 1.48968 2.38039
C 1.75721 3.94575 2.93349
C -2.95829 1.98860 1.62004
C -4.03457 1.07308 2.21002
C -4.97241 1.79226 3.27505
O -3.86318 0.67249 3.45361
H -0.08692 -3.40334 1.54183
H 1.10125 -2.82401 2.66216
H -0.42188 -3.55375 3.25573
H -1.71417 -1.68955 2.54218
H -0.27596 -0.98062 3.32821
H 0.84002 -0.83485 1.09078
H -0.55909 -1.57059 0.35273
H -0.36504 0.96637 0.17734
H -0.92526 3.52749 2.87218
H -0.17279 3.28003 1.29753
H 0.79498 2.37044 4.05987
H 2.89922 1.74586 2.38841
H 1.73868 0.57697 2.96689
H 1.53468 1.29480 1.35830
H 1.52257 4.42379 1.98281
H 1.51104 4.60729 3.76026
H 2.82829 3.77696 2.94954
H -3.04553 1.94405 0.53567
H -3.12704 2.97705 2.02668
H -4.52213 0.37046 1.53793
H -5.85494 1.33805 2.72465
H -5.42095 1.53765 4.24034
C 3.07292 -6.50206 -2.65392
C 3.79809 -6.39666 -1.31517
C 2.92572 -5.83320 -0.19491
C 2.42844 -4.40525 -0.42289
C 3.52374 -3.36229 -0.64075
C 4.45605 -3.20338 0.55706
H 2.75445 -5.52473 -3.02062
H 3.72586 -6.93713 -3.41078
H 2.18999 -7.13848 -2.56861
H 4.70173 -5.79272 -1.43378
H 4.13552 -7.39270 -1.01994
H 3.48254 -5.87983 0.74519
H 2.05720 -6.48473 -0.05811
H 1.82541 -4.10816 0.44157
H 1.75047 -4.38917 -1.28166
H 3.04724 -2.39757 -0.84502
H 4.10759 -3.60615 -1.53120
H 3.89675 -2.91678 1.45176
H 5.20021 -2.42908 0.36578
H 4.99436 -4.12573 0.77504
C -1.61437 2.19650 -5.31456
C -1.42365 2.00124 -3.81366
C -2.67824 2.31186 -2.99831
C -3.16950 3.75852 -3.08876
C -2.14536 4.81328 -2.67290
C -1.71368 4.68244 -1.21755
H -1.85275 3.23171 -5.56068
H -0.70433 1.93400 -5.85396
H -2.41978 1.56272 -5.68929
H -0.58389 2.61195 -3.46806
H -1.14027 0.96088 -3.62922
H -2.48921 2.05460 -1.94773
H -3.48672 1.65104 -3.32440
H -4.06055 3.86158 -2.46067
H -3.49880 3.96916 -4.10832
H -2.58445 5.80160 -2.82263
H -1.26702 4.77025 -3.32112
H -2.57517 4.76382 -0.54876
H -1.00579 5.46802 -0.94882
H -1.22433 3.71964 -1.03533

=====

Record 2
214
Properties=species:S:1:pos:R:3 method="wB97M-V/def2-TZVPD" total_charge=+1 spin_multiplicity=1
Zn 2.45373 -0.66388 -1.11212
C -0.65309 -1.82070 1.41094
C -0.09694 -0.77720 0.47332
C 0.49884 0.24769 1.42736
O 0.78584 -1.31513 -0.43044
H 0.10243 -2.27745 2.02850
H -1.14789 -2.63806 0.82156
H -1.31140 -1.34684 2.17057
H -0.91105 -0.34755 -0.09523
H 1.40473 -0.18600 1.85973
H -0.21481 0.46890 2.21495
H 0.86630 1.14931 0.89586
C -3.83314 -2.68234 3.84856
C -3.50359 -2.03071 5.18971
C -3.68327 -3.05230 6.36838
O -2.54288 -3.94499 6.18489
C -2.51784 -4.99364 7.16625
N -2.14061 -1.38014 5.11933
H -4.88193 -2.92988 3.85343
H -3.42389 -3.72751 3.71968
H -3.50630 -2.10525 3.00584
H -4.21364 -1.19623 5.36476
H -4.62832 -3.54600 6.39008
H -3.48618 -2.50747 7.29429
H -3.53372 -5.25402 7.30917
H -1.99325 -4.68546 8.09373
H -2.04081 -5.89423 6.73795
H -1.95598 -0.81726 5.93038
H -1.52561 -2.13314 5.18622
C -1.38202 3.54091 0.35865
C -2.43184 4.50933 -0.19997
C -3.69681 4.60346 0.63961
O -3.31190 4.95896 1.91915
C -4.36613 5.06165 2.79783
N -1.98049 5.83403 -0.56060
H -1.89941 2.57962 0.20877
H -1.13115 3.77949 1.39622
H -0.47446 3.74067 -0.23633
H -2.76055 4.03243 -1.10378
H -4.09018 3.58073 0.69767
H -4.47742 5.29696 0.23719
H -4.00044 5.21671 3.78866
H -4.91986 4.14313 2.68046
H -5.09652 5.89980 2.41764
H -1.75519 6.33299 0.25726
H -1.23853 5.80765 -1.25225
C -1.38839 4.85986 -5.37853
C 0.13259 4.86715 -5.55058
C 0.88319 4.77697 -4.20969
O 0.48159 5.63440 -3.10039
C 0.89131 6.92978 -3.35873
N 0.71186 3.79183 -6.37345
H -1.78551 4.88598 -6.45403
H -1.76677 5.75938 -5.00491
H -1.78080 3.99701 -4.83091
H 0.43505 5.79888 -6.05149
H 1.96272 4.92396 -4.39059
H 0.76431 3.72735 -3.80317
H 0.19462 7.47994 -4.04171
H 1.89247 7.08179 -3.84242
H 0.82161 7.53514 -2.52356
H 0.67911 4.07949 -7.37480
H 0.23604 2.90603 -6.31744
C 1.58347 -1.28879 -5.36132
C 1.95321 -1.63204 -3.90973
C 3.33441 -2.33487 -3.89486
O 3.89602 -2.38938 -2.57953
C 5.21760 -2.82381 -2.75427
N 2.10004 -0.41972 -3.11099
H 1.92048 -2.14247 -5.97094
H 2.10424 -0.42377 -5.81400
H 0.54477 -1.06261 -5.34708
H 1.16975 -2.28395 -3.50222
H 4.09091 -1.78321 -4.53008
H 3.27880 -3.37285 -4.32787
H 5.16397 -3.84797 -3.05578
H 5.75606 -2.82065 -1.75049
H 5.76973 -2.32047 -3.56106
H 1.30715 0.14158 -3.27568
H 2.87692 0.06659 -3.53328
C -2.94245 -0.90539 -5.13960
C -2.71482 0.07933 -6.27741
C -3.93108 0.20717 -7.17762
O -4.12581 -0.91347 -8.02390
C -5.41730 -1.13388 -8.55244
N -2.31825 1.38523 -5.78589
H -3.51559 -0.51414 -4.28534
H -1.98885 -1.22437 -4.73218
H -3.50137 -1.74001 -5.48937
H -1.91821 -0.31827 -6.86135
H -3.85886 1.14556 -7.75191
H -4.83069 0.35598 -6.56508
H -5.41625 -0.80192 -9.58575
H -6.22739 -0.58607 -8.03905
H -5.55975 -2.21890 -8.53819
H -2.08423 1.97420 -6.57393
H -3.07681 1.78474 -5.19104
C 5.35926 0.72369 1.81911
C 4.07785 0.74617 0.86094
C 4.16160 1.67778 -0.32977
O 2.95822 1.57291 -1.11859
C 2.50715 2.83779 -1.57691
N 3.97268 -0.63826 0.25145
H 6.17380 0.63443 1.12909
H 5.41085 -0.13482 2.49505
H 5.58031 1.60437 2.34214
H 3.16442 0.93903 1.44701
H 5.08510 1.53106 -0.85685
H 4.25468 2.70510 0.05242
H 3.29007 3.22425 -2.23271
H 2.30685 3.46820 -0.72382
H 1.66015 2.69679 -2.19524
H 4.87695 -0.89325 -0.03191
H 3.72246 -1.38630 0.90540
C 4.72420 -1.50485 5.45862
C 3.47362 -2.25253 5.25963
C 2.40483 -1.49942 4.47712
O 1.83681 -0.60504 5.40763
C 0.94493 0.31882 4.78487
N 3.84050 -3.58701 4.66721
H 5.01613 -1.72814 6.46552
H 4.60274 -0.43117 5.48780
H 5.55655 -1.83477 4.87884
H 3.09412 -2.36325 6.28619
H 1.64268 -2.17927 4.10059
H 2.84599 -0.97576 3.64502
H 0.59642 0.95493 5.59162
H 0.17726 -0.18588 4.22328
H 1.44788 0.92315 4.09080
H 3.06920 -4.26107 4.83079
H 4.63655 -3.99211 5.21201
C -3.78151 0.33444 0.08190
C -3.91560 -1.12563 -0.40545
C -5.10178 -1.84576 0.23834
O -5.24784 -3.09173 -0.32890
C -6.09319 -3.81636 0.45187
N -4.04609 -1.10176 -1.85509
H -4.62328 0.92542 -0.32522
H -2.81087 0.72119 -0.29177
H -3.78440 0.40959 1.16988
H -3.03691 -1.64648 -0.09357
H -5.94399 -1.20139 0.25197
H -4.89101 -1.97288 1.34943
H -7.15370 -3.48268 0.34210
H -5.73932 -3.82230 1.48399
H -6.00794 -4.86524 0.16087
H -4.12172 -1.99160 -2.30307
H -4.95704 -0.67075 -2.05921
C 6.87644 4.36093 1.07116
O 6.88932 5.62807 0.49724
H 6.92603 3.62297 0.26195
H 7.77897 4.09297 1.67906
H 6.10012 4.19445 1.82343
H 7.34938 6.25654 0.99652
C -3.22810 1.69002 3.34517
O -1.97569 1.04643 3.49906
H -3.36753 2.56439 4.03901
H -3.18982 2.17476 2.33275
H -4.08902 1.00886 3.60627
H -2.00838 0.30251 4.08879
C -1.38069 -2.83052 -2.42137
O -0.39209 -3.50243 -1.66696
H -1.74703 -1.88514 -1.97064
H -1.09863 -2.61679 -3.43325
H -2.28674 -3.50908 -2.48032
H 0.15488 -2.78513 -1.19682
C 6.39378 1.43499 -4.37768
O 5.12374 0.70190 -4.55448
H 7.03730 1.20737 -5.24107
H 6.21534 2.53797 -4.36917
H 6.78700 1.11799 -3.42443
H 4.48036 1.29326 -5.03361
C -0.05612 -7.84760 1.96105
O 0.40486 -6.46229 1.76192
H 0.81928 -8.31120 2.37406
H -0.91601 -7.93037 2.61035
H -0.25227 -8.41555 1.03125
H -0.15533 -6.06777 1.08853
C 3.19579 4.86342 2.16644
O 2.64297 3.66883 1.64649
H 2.39151 5.57223 2.30905
H 3.53755 4.71039 3.18529
H 3.96000 5.23104 1.48742
H 1.80631 3.47693 2.09955
C -0.17918 4.07077 4.66855
O 0.28972 3.15139 3.67504
H 0.64494 4.69421 5.02706
H -0.87703 4.75366 4.21353
H -0.74595 3.47058 5.43545
H -0.46498 2.60283 3.39637
C -2.84086 -5.00444 0.41338
O -1.52463 -5.44876 0.03475
H -3.18607 -5.75100 1.12863
H -2.93351 -4.00876 0.83056
H -3.44898 -5.14825 -0.48390
H -1.34554 -4.94752 -0.76920
C 3.31163 -4.10460 1.10993
O 4.01541 -3.06320 1.76940
H 2.20580 -4.01789 1.26912
H 3.48125 -3.98173 0.01080
H 3.70182 -5.11895 1.33747
H 4.02968 -3.21117 2.72787
C -1.03953 1.50499 -2.48390
O -0.10991 1.44598 -3.55405
H -1.93540 0.92428 -2.68629
H -0.61681 0.95612 -1.64975
H -1.23772 2.50575 -2.07779
H -0.69659 1.51030 -4.34882
C 0.18156 -4.47045 4.65952
O 1.36719 -4.68883 3.84004
H 0.38178 -4.53929 5.69142
H -0.20908 -3.44150 4.51431
H -0.58337 -5.15159 4.31155
H 1.06266 -5.35333 3.20634

=====

Record 3
152
Properties=species:S:1:pos:R:3 method="wB97M-V/def2-TZVPD" smiles="COCCNCCOC.COCCNCCOC.COCCNCCOC.COCCNCCOC.NC(N)=O.NC(N)=O.NC(N)=O.NC(N)=O.NC(N)=O.NC(N)=O.NC(N)=O" spin_multiplicity=1 de_lowest_kcal_mol=140.5
C 0.70453 -0.46977 3.73759
O -0.35375 -0.80830 2.85128
C -1.42549 0.11818 2.94816
C -2.36597 -0.03235 1.74047
N -1.52647 -0.06992 0.53828
C -0.96083 1.26115 0.17006
C 0.34403 1.13237 -0.61072
O 1.51579 0.68877 0.11564
C 2.35797 -0.34094 -0.41193
H 1.09370 0.44994 3.29321
H 1.45236 -1.23749 3.54724
H 0.42262 -0.43431 4.78964
H -1.00968 1.12863 2.90473
H -1.97575 0.04489 3.89077
H -3.21527 0.65463 1.76675
H -3.02565 -0.90189 1.83381
H -0.74110 -0.53228 0.98886
H -0.98976 2.03063 0.94802
H -1.70533 1.73060 -0.48011
H 0.51550 2.18252 -0.86654
H 0.24503 0.58485 -1.54939
H 1.87062 -1.31497 -0.50357
H 3.24415 -0.45582 0.20671
H 2.58754 -0.11363 -1.45608
C -0.76572 6.10904 -10.20001
O -1.11797 5.81125 -8.84032
C -0.18124 4.87245 -8.24352
C 0.46367 5.72763 -7.13278
N -0.30402 5.82764 -5.88139
C 0.43592 6.50059 -4.80754
C -0.36804 6.47437 -3.53285
O 0.47199 6.68488 -2.40152
C 1.35412 5.58392 -2.09333
H -1.23990 5.41973 -10.90145
H 0.29541 6.24632 -10.40847
H -1.27711 7.05755 -10.37201
H 0.48358 4.45808 -9.00046
H -0.63277 4.01927 -7.73112
H 0.81977 6.63958 -7.61948
H 1.39117 5.18117 -6.93235
H -1.26531 6.12789 -5.95809
H 0.69598 7.51729 -5.11068
H 1.32023 5.89782 -4.59894
H -0.92022 5.54020 -3.40315
H -1.06968 7.31056 -3.53697
H 0.79253 4.65286 -1.99736
H 1.71938 5.75793 -1.07977
H 2.22698 5.59954 -2.74421
C 4.26613 1.32872 4.49620
O 4.31713 0.34236 3.53969
C 5.07713 -0.79104 3.70949
C 4.99462 -1.91041 2.69177
N 3.75862 -2.59449 2.37633
C 3.36417 -3.29088 3.62449
C 2.38071 -4.46801 3.38974
O 1.41559 -4.40190 4.46244
C 0.25508 -5.15138 4.19108
H 3.81844 2.22122 4.06237
H 5.19030 1.61646 5.00772
H 3.63605 0.95972 5.31490
H 5.02609 -1.11972 4.75676
H 6.13034 -0.47607 3.69659
H 5.74421 -2.64600 2.98386
H 5.30410 -1.50783 1.72219
H 3.03467 -1.89881 2.23006
H 2.97387 -2.60617 4.38153
H 4.24543 -3.66592 4.14733
H 2.92275 -5.41367 3.45595
H 1.85841 -4.42554 2.43309
H 0.45492 -6.22165 4.11771
H -0.25494 -4.85207 3.26782
H -0.50397 -4.83950 4.90539
C 0.02206 -3.73794 -0.03952
O 0.57260 -4.94555 -0.48290
C 2.00612 -4.86557 -0.53058
C 2.58551 -6.01764 -1.40494
N 3.90744 -5.67693 -1.82712
C 4.34228 -6.45565 -2.96918
C 5.85780 -6.22703 -3.05238
O 6.70438 -6.50246 -1.95788
C 6.51859 -7.78736 -1.37979
H -0.63953 -3.33862 -0.81504
H 0.71688 -2.95283 0.26102
H -0.69352 -3.83121 0.78354
H 2.38747 -5.16415 0.45002
H 2.38446 -3.89190 -0.83715
H 1.99310 -6.10625 -2.32039
H 2.40822 -7.00513 -0.96495
H 4.68029 -5.60366 -1.18088
H 3.84368 -6.11819 -3.87885
H 4.25578 -7.54805 -2.92728
H 5.99452 -5.16451 -3.25788
H 6.17769 -6.81121 -3.92159
H 5.98515 -7.59160 -0.44659
H 7.51266 -8.11361 -1.06960
H 6.06132 -8.58465 -1.96474
C -5.16059 0.54455 -2.34770
O -5.67195 1.26355 -1.48969
N -5.69148 0.07973 -3.52077
N -4.01605 -0.09237 -2.07488
H -5.18901 -0.25832 -4.32384
H -6.57888 0.46254 -3.80880
H -3.55021 0.16155 -1.21809
H -3.55682 -0.64253 -2.78119
C 1.64853 2.92910 -4.53137
O 2.52094 3.65950 -5.02455
N 0.35820 3.02724 -4.87029
N 1.82022 2.30129 -3.36425
H -0.35448 2.67702 -4.25583
H 0.15400 3.64459 -5.64339
H 2.77494 2.47160 -3.08154
H 1.09429 1.97220 -2.75519
C -1.85989 5.18861 -0.08198
O -2.09078 4.31772 -0.92638
N -0.85982 5.10058 0.84879
N -2.62487 6.24504 0.15770
H -0.93243 5.69126 1.65535
H -0.34340 4.24023 0.76888
H -2.46278 6.70036 1.03626
H -3.42738 6.38195 -0.43435
C -4.30332 3.56910 3.58904
O -4.03655 3.73303 4.77342
N -4.63143 2.46698 2.90817
N -4.34257 4.62036 2.72422
H -4.74643 2.49133 1.91145
H -4.73201 1.72005 3.57904
H -3.82799 5.45813 2.92955
H -4.87579 4.55105 1.87538
C -4.75314 -3.42901 -0.58281
O -5.36295 -3.61341 -1.63961
N -4.79008 -4.27742 0.44564
N -4.04626 -2.34784 -0.21623
H -4.38910 -4.08029 1.34848
H -5.15742 -5.20603 0.32125
H -3.82406 -1.66773 -0.92970
H -3.49582 -2.52125 0.60857
C -3.25574 0.90576 7.24012
O -3.14135 0.51615 8.39818
N -3.24577 2.21959 6.96498
N -3.60575 0.18039 6.16791
H -3.54657 2.61555 6.07982
H -3.11377 2.75102 7.81019
H -3.72612 -0.79200 6.40377
H -3.66735 0.57195 5.24804
C -2.88147 -3.72654 3.86441
O -3.14810 -3.85831 2.66425
N -2.66928 -2.54139 4.36753
N -2.94725 -4.71506 4.79532
H -2.30050 -2.50076 5.30401
H -2.52915 -1.76499 3.73967
H -2.79164 -4.32884 5.70897
H -3.49791 -5.52529 4.56914

=====

Record 4
17
Properties=species:S:1:pos:R:3 method="wB97M-V/def2-TZVPD" smiles="C=CC(C=C)=CC" spin_multiplicity=1 de_lowest_kcal_mol=56.4
C -0.04982 -1.74472 0.45852
C 1.07407 -2.45614 0.52019
C 0.91171 0.50059 0.59867
C -0.10279 -0.28064 0.18713
C -1.11619 0.13616 -0.79611
C -2.27263 0.71839 -0.55749
C 1.01288 1.95933 0.14664
H -1.02745 -2.18225 0.23390
H 1.98624 -1.99562 0.15670
H 1.01045 -3.52650 0.67161
H 1.71851 0.03042 1.15566
H -0.89639 -0.05206 -1.84995
H -3.00617 0.98053 -1.30749
H -2.53490 1.16330 0.40494
H -0.01041 2.28599 0.02629
H 1.70850 2.55539 0.73564
H 1.59439 1.90783 -0.78485

=====

| no. | energy (a.u.) | HOMO level (eV) |
| --- | --- | --- |
| 1 | -1395.976684 | -12.300 |
| 2 | -5557.705707 | -10.436 |
| 3 | -3348.073531 | -8.752 |
| 4 | -272.628045 | -8.558 |